[1]
Entry from OMol25: C9H24N4S2Se3TeZn as an isolated structure in a non-equilibrium geometry (ωB97M-V/def2-TZVPD).

Atoms and positions in Å:
Zn 0.81791 0.86203 -1.53676
N 1.90458 2.64336 -2.12837
C 1.84040 3.65703 -1.06166
C 0.44153 4.25453 -0.96530
C -0.60247 3.28845 -0.41657
N -0.86653 2.14814 -1.31847
H 2.87634 2.33987 -2.26793
H 1.64592 3.06992 -3.01485
H 2.56184 4.45801 -1.24525
H 2.09838 3.17132 -0.11748
H 0.13717 4.61288 -1.95507
H 0.48079 5.12050 -0.30272
H -1.52596 3.84294 -0.22829
H -0.25446 2.87726 0.53331
H -1.26026 2.49647 -2.18931
H -1.61497 1.59527 -0.86432
Se 1.98396 -0.18659 0.05131
Se 3.86780 -2.97679 -2.28574
Te 4.20945 -0.80673 -1.35882
Se 4.12282 0.67715 -3.27484
S -2.57362 0.11423 0.50288
C -1.74464 -0.56028 1.81414
N -1.37450 -1.83804 1.80052
C -0.67781 -2.48627 2.90190
C 0.12879 -1.45261 3.67088
C -0.77137 -0.29834 4.07605
N -1.50603 0.17564 2.91073
H -1.37609 -2.26461 0.88174
H -0.02074 -3.25474 2.49558
H -1.40963 -2.96965 3.55826
H 0.91555 -1.08033 3.01556
H 0.59386 -1.89349 4.55146
H -0.16692 0.52273 4.46341
H -1.47047 -0.61501 4.85766
H -1.86156 1.11452 2.89906
C 0.23211 -3.76925 -1.82141
S -0.74163 -2.24821 -1.80980
C -2.35080 -2.94473 -2.27331
H -0.16143 -4.46099 -1.07702
H 1.25916 -3.50486 -1.58060
H 0.20910 -4.21926 -2.81156
H -2.28217 -3.39380 -3.26201
H -3.06571 -2.12607 -2.27868
H -2.64767 -3.69160 -1.53829

Force components x, y, z for each atom (eV/Å):
-0.137 1.328 -0.374
-0.156 0.061 -0.028
-0.277 0.181 -0.036
0.137 -0.262 0.092
0.237 0.351 -0.003
-0.441 -0.520 -0.056
-0.042 -0.300 -0.021
-0.025 -0.033 -0.009
0.044 -0.070 0.025
0.081 -0.008 -0.044
-0.055 0.094 0.031
-0.058 0.041 -0.035
-0.039 -0.145 0.034
-0.059 -0.018 -0.001
0.097 -0.016 -0.033
0.390 -0.026 -0.148
0.627 -0.821 0.498
-0.024 -0.082 0.112
-0.222 0.066 0.207
0.071 0.017 -0.158
-0.337 0.085 -0.136
-0.158 0.301 -0.020
0.236 -0.114 -0.115
0.024 -0.009 0.158
-0.011 0.040 -0.120
0.042 -0.098 0.038
0.190 -0.220 0.163
-0.019 0.048 0.009
-0.068 0.021 -0.036
0.066 -0.032 -0.015
0.109 0.039 -0.025
-0.037 -0.032 0.000
-0.084 0.011 0.025
0.039 0.044 0.000
-0.073 -0.005 -0.110
-0.118 0.192 -0.078
-0.137 -0.093 0.249
0.388 0.144 0.031
0.008 -0.045 -0.028
0.028 0.015 0.018
0.033 -0.067 -0.008
-0.107 -0.026 -0.023
-0.070 -0.030 0.014
-0.092 -0.003 -0.043

Output
HOMO-LUMO gap in eV: 6.68
HOMO in eV: -6.9
E_LUMO in eV: -0.258



[2]
Entry from OMol25: C34H48BrCl2N5O4S4SiY as an isolated structure (ωB97M-V/def2-TZVPD).

Atoms and positions in Å:
Y 0.20564 0.23059 0.06982
Cl -0.85655 2.07270 1.90603
C -1.78495 0.98260 2.95935
C -2.89293 1.54819 3.55504
C -3.65062 0.76604 4.41324
C -3.27788 -0.54616 4.64940
C -2.15991 -1.07980 4.02726
Cl -1.75209 -2.72689 4.37306
C -1.36213 -0.33698 3.14266
S 0.07286 -1.03767 2.40889
H -3.15324 2.57642 3.35160
H -4.52104 1.18122 4.89994
H -3.84573 -1.17142 5.32345
N 2.13808 1.35032 3.21476
C 2.92726 1.15204 2.13925
N 2.47148 0.80251 0.94738
C 3.53730 0.63119 0.06560
C 4.76444 0.86877 0.57388
S 4.63919 1.33327 2.22756
C 3.25162 0.15675 -1.28871
C 4.14182 -0.01980 -2.28698
S 3.35679 -0.67422 -3.67483
C 1.86087 -0.67007 -2.82177
N 1.94137 -0.20683 -1.58588
N 0.70864 -1.05968 -3.40273
H 1.30526 0.76087 3.22371
H 2.59790 1.45438 4.10505
H 5.71845 0.79108 0.08377
H 5.19753 0.18506 -2.29408
H 0.76032 -1.52407 -4.29345
H -0.03693 -1.35190 -2.77639
C -3.67853 4.28641 -1.25178
C -3.45318 3.35292 -2.45223
C -3.74883 1.93010 -1.95958
C -4.49056 3.70212 -3.53860
Si -1.69272 3.56351 -3.16135
Br -0.29135 2.41448 -1.64105
C -1.34452 2.61381 -4.78565
C -2.03708 1.24205 -4.78435
C -1.88866 3.42356 -5.98004
C 0.14764 2.33779 -5.03358
C -0.98158 5.33713 -3.06496
C -0.75025 5.83074 -1.62769
C -1.96085 6.31376 -3.74652
C 0.37115 5.44962 -3.78519
H -4.67193 4.08814 -0.84144
H -3.64804 5.34046 -1.52081
H -2.95576 4.11148 -0.45137
H -4.76995 1.91540 -1.56836
H -3.09101 1.62754 -1.14474
H -3.69518 1.18072 -2.74799
H -5.48918 3.63522 -3.09826
H -4.46788 3.00640 -4.37582
H -4.38003 4.71343 -3.93013
H -3.12331 1.30946 -4.77279
H -1.71892 0.62541 -3.94019
H -1.75758 0.71444 -5.70050
H -2.94661 3.66732 -5.88539
H -1.77802 2.82370 -6.88743
H -1.33977 4.35007 -6.14131
H 0.56155 1.65992 -4.28450
H 0.76276 3.23369 -5.06374
H 0.24140 1.84600 -6.00558
H -1.65949 5.87121 -1.03105
H -0.35121 6.84658 -1.68221
H -0.01716 5.22643 -1.09233
H -2.89767 6.40783 -3.20136
H -2.18905 6.04514 -4.77906
H -1.50293 7.30617 -3.76723
H 1.12096 4.77690 -3.36380
H 0.74425 6.46912 -3.66102
H 0.30452 5.26318 -4.85528
C -2.38423 -6.94460 -4.68966
C -2.63760 -6.60451 -3.24899
C -1.58502 -6.31467 -2.38754
C -1.81476 -6.00980 -1.05363
C -3.11590 -5.98888 -0.57845
C -4.18340 -6.26952 -1.41993
C -3.93817 -6.57575 -2.74545
S -3.41957 -5.59937 1.11603
O -2.15847 -5.70158 1.79271
O -4.58219 -6.30968 1.55997
N -3.89440 -4.02626 1.07510
C -2.92633 -2.95249 0.98368
C -2.97301 -2.28714 -0.39958
C -1.89499 -1.25578 -0.47864
O -2.03704 -0.14265 0.09280
O -0.77324 -1.51739 -1.04342
H -1.37746 -7.33541 -4.83143
H -2.49122 -6.06159 -5.32336
H -3.08991 -7.69310 -5.04770
H -0.56786 -6.34900 -2.75819
H -0.99458 -5.81621 -0.37609
H -5.19213 -6.26723 -1.02943
H -4.76713 -6.81087 -3.40124
H -4.72243 -3.88674 1.63469
H -1.92933 -3.34359 1.19713
H -3.13972 -2.21508 1.75649
H -3.93679 -1.79479 -0.53220
H -2.83256 -3.03343 -1.18086

Force components x, y, z for each atom (eV/Å):
0.409 -0.429 0.429
-0.139 0.024 0.171
0.117 0.108 -0.138
-0.057 -0.112 0.070
0.058 0.014 -0.041
-0.004 0.031 -0.012
0.046 -0.124 0.037
-0.034 0.057 -0.037
-0.050 0.108 0.047
0.014 -0.055 0.114
-0.007 0.019 0.002
-0.020 0.009 0.007
-0.014 -0.006 0.003
0.114 0.018 -0.021
-0.164 -0.008 0.089
0.115 -0.026 -0.137
0.154 -0.055 -0.047
-0.152 0.094 0.005
0.043 -0.014 -0.050
0.068 -0.051 0.041
-0.092 0.050 0.020
0.012 0.015 -0.013
-0.109 0.092 0.062
0.074 -0.086 -0.133
-0.016 -0.076 0.044
-0.024 0.012 0.008
-0.013 0.008 0.001
0.028 0.016 -0.005
0.019 0.020 0.008
-0.003 -0.001 0.007
0.011 -0.005 -0.015
0.004 -0.029 0.023
-0.037 0.036 0.005
0.051 -0.063 0.048
0.012 0.028 0.035
-0.122 0.088 -0.147
0.077 0.441 -0.253
-0.012 -0.013 -0.045
-0.011 -0.017 0.056
0.003 -0.005 0.027
0.048 -0.007 0.065
0.045 0.035 -0.041
-0.032 -0.022 0.086
-0.005 -0.034 -0.031
0.043 -0.058 0.017
-0.027 -0.012 0.000
0.007 0.012 -0.022
0.004 -0.025 -0.014
-0.030 -0.010 -0.007
0.001 0.000 -0.030
0.037 0.011 0.029
-0.002 0.011 0.028
0.029 -0.033 -0.032
0.045 0.045 -0.021
-0.026 0.042 -0.003
0.003 0.009 0.010
0.009 -0.013 -0.020
-0.028 0.016 0.029
0.013 -0.013 -0.008
0.045 0.057 0.032
-0.017 0.036 -0.013
-0.024 -0.006 0.014
0.007 -0.017 -0.036
0.050 -0.009 -0.034
0.000 0.035 0.005
0.001 -0.025 -0.027
-0.075 -0.019 0.010
-0.001 -0.043 -0.010
0.018 0.007 0.004
-0.007 -0.022 0.010
0.001 0.027 0.010
-0.059 -0.013 -0.044
0.031 -0.021 -0.050
-0.008 0.001 0.040
0.002 0.007 0.004
0.032 -0.007 0.009
0.031 0.058 -0.005
-0.069 0.004 0.004
0.004 0.011 -0.014
0.031 0.012 0.019
-0.078 -0.023 -0.014
0.084 0.008 0.023
-0.095 -0.114 -0.039
0.027 -0.010 0.102
0.010 0.041 -0.161
-0.090 -0.165 -0.052
-0.308 0.086 -0.039
-0.002 0.003 -0.040
0.008 0.013 0.003
-0.013 0.003 0.001
-0.019 0.009 -0.001
0.014 -0.014 0.000
0.005 0.007 0.015
-0.010 -0.004 0.019
-0.015 -0.016 -0.001
-0.007 0.011 -0.003
-0.003 -0.004 -0.034
0.008 0.060 -0.023
-0.014 -0.014 -0.006
0.023 -0.020 0.027

Output
HOMO-LUMO gap in eV: 8.28
HOMO in eV: -10.5
E_LUMO in eV: -2.196
Charge: +1



[3]
Entry from OMol25: a 2-piece molecular cluster, C2H4N4O2 overall in a non-equilibrium geometry (ωB97M-V/def2-TZVPD).

Atoms and positions in Å:
C 0.30884 -1.59305 0.10818
C -1.43860 -0.41303 -0.20125
H -0.24932 2.47644 -0.43462
H -1.13567 1.71098 0.98945
H 2.84901 0.09797 0.40309
H 1.22973 -2.25839 0.14911
N -0.41789 1.70436 0.34235
N -0.32709 0.52781 -0.52287
N 0.78192 -0.34708 0.14168
N -0.91290 -1.77414 0.05501
O 1.97395 0.02938 -0.61545
O -2.66198 -0.16124 -0.41469

Force components x, y, z for each atom (eV/Å):
5.170 -1.466 -0.346
-4.305 -0.520 -2.659
-1.300 -1.537 3.143
-2.120 0.290 0.837
-3.804 -0.132 -4.702
-1.830 -0.288 0.054
3.580 1.235 -5.936
-0.194 -2.010 4.951
0.154 4.818 -2.526
-3.445 1.360 -0.228
2.837 -1.121 5.890
5.257 -0.629 1.523

Output
HOMO-LUMO gap in eV: 9.52
Relative energy (zero: lowest compared OMol25 entry of this formula, charge and spin) in kJ/mol: 572.3
HOMO in eV: -10.0
E_LUMO in eV: -0.484



[4]
Entry from OMol25: C15H24BN10Os as an isolated structure in a non-equilibrium geometry (ωB97M-V/def2-TZVPD).

Atoms and positions in Å:
Os 0.41274 0.35367 -0.06266
N 0.72634 -1.64422 -0.65088
C 1.23706 -1.92462 -2.03760
C 0.21345 -1.56280 -3.09044
C -0.09628 -0.08075 -3.13240
N -0.73968 0.35417 -1.85241
H 1.38808 -2.06966 -0.00755
H -0.14029 -2.17020 -0.52124
H 1.47810 -2.98629 -2.09492
H 2.15914 -1.35976 -2.16197
H -0.70716 -2.13807 -2.93848
H 0.58844 -1.87470 -4.06533
H -0.77763 0.13606 -3.95525
H 0.80131 0.52151 -3.26770
H -1.57046 -0.22305 -1.71233
H -1.09351 1.29522 -2.00006
N 4.53417 0.98396 -0.62014
C 4.73084 -0.19327 0.06298
C 3.49112 -0.67008 0.36289
N 2.55183 0.20331 -0.13507
C 3.21595 1.19186 -0.71958
C 2.40337 2.24102 -1.26256
N 1.09915 2.07476 -1.10058
C 0.47309 3.17032 -1.65960
C 1.43099 3.99902 -2.15568
N 2.64313 3.39450 -1.89473
H 5.27378 1.58091 -0.96561
H 5.71322 -0.57819 0.28140
H 3.24771 -1.54748 0.93844
H -0.59287 3.32567 -1.62931
H 1.35898 4.95236 -2.65254
H 3.54564 3.77790 -2.14210
B 0.05749 1.89276 2.84929
N -1.02142 2.15684 1.79671
C -2.01404 3.01938 1.94716
C -2.88303 2.92248 0.85799
C -2.33108 1.97087 0.05019
N -1.17229 1.49821 0.60103
N 0.51964 0.43936 2.90857
C 0.81313 -0.21748 4.01976
C 1.00850 -1.56790 3.72261
C 0.83105 -1.65946 2.37110
N 0.55861 -0.43033 1.84559
H -0.39613 2.18594 3.92469
H 0.97806 2.69357 2.80479
H -2.06354 3.64161 2.82808
H -3.80327 3.46264 0.70808
H -2.72830 1.58068 -0.87140
H 0.83787 0.30132 4.96607
H 1.22056 -2.36594 4.41514
H 0.86158 -2.55228 1.76937

Force components x, y, z for each atom (eV/Å):
0.598 1.348 1.248
-0.029 -0.257 -0.148
-0.079 -0.019 -0.041
-0.008 0.032 0.002
0.002 -0.175 -0.009
-0.012 -0.050 -0.210
0.014 0.024 0.022
-0.015 -0.028 0.009
-0.004 -0.015 0.055
0.022 0.001 -0.012
-0.003 0.006 -0.013
0.049 0.020 -0.006
-0.047 0.047 0.038
0.032 -0.012 -0.020
-0.025 0.004 0.025
-0.010 0.024 0.018
-0.019 -0.083 0.045
-0.160 0.130 -0.038
0.150 -0.155 0.165
-0.535 -0.191 -0.395
0.344 0.099 -0.010
0.255 0.197 -0.060
-0.420 -0.675 -0.016
-0.035 0.203 -0.016
0.101 -0.152 0.102
-0.181 -0.023 -0.005
0.016 0.013 0.014
-0.006 0.006 0.001
-0.002 0.018 -0.002
0.030 0.033 0.030
-0.001 0.000 0.009
0.010 0.028 0.007
1.038 1.787 1.280
-0.736 -0.462 -0.206
0.221 -0.225 0.141
-0.180 0.090 -0.264
-0.012 0.109 -0.189
0.479 -0.304 0.113
-0.516 -0.821 -0.014
-0.217 0.282 -0.182
0.122 -0.347 -0.106
0.352 -0.227 0.083
-0.224 0.672 -0.460
-0.274 -0.377 -0.184
0.073 -0.457 -0.821
-0.008 -0.041 -0.014
0.019 -0.021 -0.001
-0.087 -0.023 0.037
-0.008 -0.013 -0.022
-0.014 0.025 -0.023
-0.058 -0.044 0.043

Output
HOMO-LUMO gap (spin up / spin down) in eV: 5.69 / 5.69
Relative energy (zero: lowest compared OMol25 entry of this formula, charge and spin) in kJ/mol: 49.6
HOMO (spin up / spin down) in eV: -17.5 / -17.5
E_LUMO (spin up / spin down) in eV: -11.830 / -11.833
Charge: +3



[5]
Entry from OMol25: C6H7FS in the gas phase in a non-equilibrium geometry (ωB97M-V/def2-TZVPD).

Atoms and positions in Å:
C -1.96600 2.12140 -1.41380
C -1.27633 1.28142 -0.87479
C -0.55313 0.22833 -0.27330
C -0.76303 -1.16631 -0.86371
C 0.27953 0.49234 0.73841
F 0.45787 1.77144 1.13254
C 1.14165 -0.43754 1.52601
S 2.93198 -0.27633 1.15032
H -2.56439 2.96074 -1.82440
H -0.57219 -1.17300 -1.93688
H -0.04958 -1.94758 -0.44319
H -1.77123 -1.56850 -0.75556
H 0.84021 -1.50091 1.39449
H 1.04420 -0.28486 2.59971
H 2.82044 -0.50066 -0.15584

Force components x, y, z for each atom (eV/Å):
-0.037 0.446 0.119
-1.247 1.349 -0.907
0.283 -1.124 0.095
1.142 -0.995 0.464
0.366 -0.051 0.259
-0.191 -0.151 -0.076
-0.169 -1.243 -0.263
-0.245 0.139 0.348
0.868 -1.298 0.511
0.049 0.300 -0.042
-0.887 1.112 -0.342
-0.067 0.319 0.269
0.156 0.844 -0.164
0.026 0.430 -0.016
-0.047 -0.077 -0.256

Output
HOMO-LUMO gap in eV: 9.61
Relative energy (zero: lowest compared OMol25 entry of this formula, charge and spin) in kJ/mol: 208.8
SMILES: C#C/C(C)=C(\F)CS
HOMO in eV: -8.9
E_LUMO in eV: 0.713